(1)
DFT (ωB97M-V/def2-TZVPD) results for H24KrNeO12 as an isolated structure in a non-equilibrium geometry.

```
38
Properties=species:S:1:pos:R:3:forces:R:3:nbo_charge:R:1
Ne 4.922479 2.659510 20.153674 0.072 0.109 0.062 0.00
Kr 7.909740 3.382728 17.736078 -0.033 -0.006 0.020 0.00
O 1.569974 3.235971 20.770143 0.309 -0.026 0.029 -0.94
H 0.946662 3.011661 20.079208 -0.092 -0.013 -0.324 0.47
H 1.101947 3.051909 21.584581 -0.077 -0.003 0.312 0.47
O 5.346321 6.088290 21.184999 -0.143 0.192 0.527 -0.96
H 5.100195 5.750227 20.323980 0.128 -0.044 -0.502 0.49
H 6.258054 5.819102 21.296855 0.321 -0.009 0.031 0.48
O 5.021409 5.712357 18.478882 0.006 -0.112 0.090 -0.95
H 4.125379 6.048569 18.497327 -0.447 0.380 0.052 0.49
H 5.444720 6.196187 17.769699 0.312 0.170 -0.194 0.50
O 3.338569 2.082971 23.444886 -0.191 -0.539 -0.327 -0.99
H 3.351194 1.992876 24.397757 0.002 -0.096 0.211 0.49
H 3.559315 3.001007 23.287694 0.043 1.010 0.001 0.50
O 3.633902 0.214813 21.299369 0.026 -0.200 -0.706 -0.98
H 3.342929 0.975374 21.802468 -0.073 0.524 0.659 0.52
H 2.973636 -0.455699 21.474547 -0.241 -0.208 0.066 0.48
O 4.449675 4.927157 23.471891 -0.730 -0.622 0.755 -0.99
H 5.237045 4.388556 23.550559 0.459 -0.141 0.162 0.48
H 4.542489 5.365811 22.626195 0.143 0.466 -0.641 0.50
O 5.719240 -1.593017 21.584532 0.343 -0.413 0.189 -0.96
H 5.734496 -2.166192 20.818067 0.150 -0.169 -0.142 0.46
H 5.048298 -0.940713 21.383094 -0.252 0.528 0.019 0.48
O 3.463391 3.831980 17.206514 -0.449 0.119 -0.240 -0.96
H 4.028719 4.457197 17.660098 0.345 -0.153 0.017 0.46
H 3.787842 2.973615 17.478868 -0.184 -0.338 0.047 0.48
O 4.691891 1.222165 15.783718 0.041 -0.129 -0.396 -0.95
H 4.630560 1.342487 16.731344 -0.109 -0.172 0.419 0.48
H 5.593020 1.463250 15.569019 0.187 0.059 -0.147 0.46
O 6.310327 2.717910 23.225871 0.455 0.352 -0.127 -0.97
H 5.637749 2.389589 22.629141 -0.336 -0.268 -0.179 0.49
H 6.577477 1.950587 23.731905 0.031 -0.273 0.238 0.49
O 8.911821 2.468090 21.618363 0.236 -0.047 -0.339 -0.95
H 9.532775 2.602705 22.334274 0.188 0.033 0.124 0.46
H 8.051434 2.578979 22.022912 -0.444 0.097 0.219 0.48
O 3.624033 0.966350 18.374458 0.054 0.191 -0.311 -0.98
H 3.246088 0.105933 18.192577 -0.072 -0.182 -0.203 0.48
H 3.577064 1.052692 19.326603 0.022 -0.070 0.529 0.50
```
Positions in Å, forces in eV/Å.

The total charge is 0. As for the max |F|: 1.221 eV/A. The calculation puts the relative energy (zero: lowest compared OMol25 entry of this formula, charge and spin) at 25.3 kJ/mol. Its HOMO-LUMO gap is 10.6312 eV. For the HOMO energy, the calculation gives -10.56 eV. For the molar mass, the calculation gives 320.16 g mol⁻¹.

=====

(2)
DFT (ωB97M-V/def2-TZVPD) results for a 2-piece molecular cluster, CH4NO3P overall in a non-equilibrium geometry.

```
10
Properties=species:S:1:pos:R:3:forces:R:3:nbo_charge:R:1
N -0.703953 1.426499 -0.652812 -0.525 0.419 1.880 -1.18
P -0.983728 -0.114587 -0.180570 -0.966 -0.783 -0.931 2.36
O -0.719323 -1.177566 -1.146798 0.154 0.784 -0.057 -1.00
O -1.581627 -0.274500 1.128592 0.142 0.438 0.780 -1.02
H -1.126544 2.143240 -0.050364 0.455 -0.642 0.178 0.42
H -0.970485 1.681158 -1.557400 0.153 -0.052 -2.034 0.42
C 1.447260 -0.924655 0.632213 2.157 0.010 -0.644 0.19
O 2.236636 -0.876256 -0.273378 0.147 0.290 -0.432 -0.47
H 1.179769 -1.907537 0.966662 -0.985 -0.461 0.803 0.15
H 1.221999 0.024205 1.133856 -0.732 -0.003 0.458 0.13
```
Positions in Å, forces in eV/Å.

The total charge is 0. As for the max |F|: 2.251 eV/A. The calculation puts the relative energy (zero: lowest compared OMol25 entry of this formula, charge and spin) at 127.6 kJ/mol. Its HOMO-LUMO gap is 9.9729 eV. For the HOMO energy, the calculation gives -10.35 eV. For the molar mass, the calculation gives 109.02 g mol⁻¹.

=====

(3)
DFT (ωB97M-V/def2-TZVPD) results for C30H83AsF6N7O9 as an isolated structure in a non-equilibrium geometry.

```
136
Properties=species:S:1:pos:R:3:forces:R:3:lowdin_spin:R:1
As -19.995760 -1.876220 -15.801770 1.696 0.246 -0.068 0.00
F -21.646920 -1.984000 -15.030030 1.373 0.686 -0.850 0.00
F -20.674630 -0.850960 -17.129160 0.541 -0.984 2.064 0.00
F -18.401170 -1.898550 -16.641220 -1.747 0.359 1.330 0.00
F -19.490920 -3.028020 -14.508180 -0.149 2.006 -1.002 0.00
F -20.376420 -3.363670 -16.744240 0.094 2.508 0.684 0.00
F -19.493290 -0.425300 -14.720460 -1.196 -2.562 -2.076 0.00
C -22.361230 -6.895880 -18.584070 1.019 -0.721 -0.947 0.00
C -21.135990 -6.600970 -17.707360 0.187 -0.154 -0.271 0.01
C -19.882620 -5.957220 -18.463590 -1.717 -0.712 1.408 0.00
O -19.001350 -5.548270 -17.411290 -0.226 -0.123 -1.675 0.00
C -17.939520 -4.733750 -17.863810 0.574 -0.395 0.050 0.00
N -21.622800 -5.665440 -16.657740 0.447 0.143 -1.729 0.09
H -23.223880 -7.297270 -18.052270 0.299 -0.073 0.389 0.00
H -22.056410 -7.630860 -19.329050 -0.267 -0.169 -0.256 0.00
H -22.730780 -6.021700 -19.120120 0.271 0.212 0.032 0.00
H -20.694010 -7.521880 -17.326990 -0.448 -0.192 0.556 0.00
H -20.318160 -5.139210 -19.037410 0.512 0.605 -0.141 0.00
H -19.415420 -6.682300 -19.129990 0.120 -0.045 -0.087 0.00
H -17.451440 -4.325490 -16.978820 -0.324 0.468 -0.087 0.00
H -18.261210 -3.987650 -18.590410 -0.150 0.347 0.344 0.00
H -17.150670 -5.308230 -18.349390 -0.017 -0.449 -0.272 0.00
H -22.430580 -5.298020 -17.140030 -0.928 -0.099 0.608 0.00
H -21.020530 -4.902560 -16.932290 0.333 0.330 1.630 0.00
C -19.097840 1.794010 -18.346420 0.591 0.856 0.225 0.00
C -17.660030 2.376670 -18.516090 -0.585 -0.947 -0.447 0.00
C -17.008040 1.773400 -19.784820 0.709 0.436 -0.153 0.00
O -15.614230 2.059670 -19.768540 0.536 0.362 0.265 0.00
C -14.852980 1.650160 -20.885850 -0.236 0.683 -0.367 0.00
N -17.733040 3.849740 -18.457770 0.141 -0.439 -0.446 0.00
H -19.713860 2.025660 -19.215300 0.018 -0.165 -0.213 0.00
H -19.550920 2.334570 -17.515390 -0.046 -0.082 0.128 0.00
H -19.143520 0.728470 -18.121400 0.232 0.082 -0.227 0.00
H -17.059640 2.026570 -17.676410 0.076 0.132 0.114 0.00
H -17.408680 2.222970 -20.693370 -0.473 0.153 -0.160 0.00
H -17.112720 0.693510 -19.889630 -0.436 -0.245 0.361 0.00
H -14.709450 0.571320 -20.945930 0.104 -0.110 0.177 0.00
H -13.913860 2.203030 -20.907610 0.275 -0.392 0.744 0.00
H -15.254720 1.990640 -21.840200 -0.824 -0.132 -0.162 0.00
H -18.255380 4.168470 -19.261310 -0.634 -0.010 -0.140 0.00
H -16.835880 4.267800 -18.658790 0.570 -0.209 0.342 0.00
C -17.707600 -7.235760 -14.812630 1.518 -0.346 -0.061 0.00
C -18.578380 -6.474770 -13.826030 1.251 -1.268 0.753 0.00
C -17.795260 -5.500500 -12.813900 -1.768 -2.172 -0.834 0.00
O -18.859230 -4.979130 -12.004090 0.863 0.955 1.490 0.00
C -18.412310 -4.134570 -10.874840 0.477 -0.117 -2.007 0.00
N -19.481130 -5.757330 -14.678320 0.685 1.226 1.041 0.03
H -18.187500 -7.821450 -15.596700 -0.992 0.090 0.379 0.00
H -16.982540 -7.947370 -14.417650 0.260 0.237 0.426 0.00
H -17.194490 -6.489120 -15.418720 0.603 0.081 0.090 0.00
H -19.054730 -7.199310 -13.165550 -0.420 0.073 0.036 0.00
H -17.249350 -4.774400 -13.416290 0.119 0.463 0.353 0.00
H -17.163470 -6.149730 -12.207720 0.468 0.277 0.086 0.00
H -17.891720 -4.645920 -10.065150 -0.342 -0.556 -0.033 0.00
H -19.239380 -3.528470 -10.505100 -0.182 -0.374 -0.069 0.00
H -17.678290 -3.448400 -11.297330 0.058 0.307 0.096 0.00
H -19.214740 -4.837750 -14.356600 -1.341 0.706 -0.246 0.00
H -18.966550 -5.738340 -15.547200 -0.913 -0.110 -0.696 0.00
C -11.460120 0.823290 -16.062040 -0.998 -0.076 -0.254 0.00
C -11.917040 0.261130 -17.388420 -0.984 -0.970 0.469 0.00
C -13.478820 0.230660 -17.599990 1.307 0.173 -1.082 0.00
O -13.969540 -0.743640 -16.751910 -1.705 -0.415 1.703 0.00
C -15.396180 -0.736940 -16.626430 -0.390 -0.271 0.242 0.00
N -11.157530 0.826740 -18.483660 -0.248 -0.148 -0.654 0.00
H -11.789310 0.115400 -15.301370 0.238 0.227 0.259 0.00
H -11.962920 1.775990 -15.895690 0.418 0.238 0.216 0.00
H -10.373700 0.897580 -16.109820 -0.050 0.196 0.459 0.00
H -11.660960 -0.796880 -17.332310 -0.177 -0.429 0.079 0.00
H -13.750480 -0.136750 -18.589590 0.488 0.329 -0.742 0.00
H -13.972730 1.199450 -17.525210 0.078 0.279 0.474 0.00
H -15.736590 -1.470480 -15.895580 0.582 -0.180 0.073 0.00
H -15.971350 -0.977140 -17.520620 0.519 -0.179 -0.658 0.00
H -15.864120 0.189930 -16.294710 0.637 0.575 0.153 0.00
H -10.192590 0.838410 -18.185560 0.255 0.388 0.149 0.00
H -11.143780 0.047440 -19.126000 -0.035 0.271 -0.931 0.00
C -22.344150 -0.288350 -19.999570 -0.045 -0.794 -0.183 0.00
C -21.938130 -1.737540 -20.241120 0.616 -0.157 0.796 0.00
C -22.164650 -2.224600 -21.685540 0.582 0.497 1.033 0.00
O -23.532200 -2.332310 -22.056430 0.604 0.689 0.303 0.00
C -24.313940 -3.248300 -21.316200 0.144 -0.207 -0.904 0.00
N -20.521450 -1.928260 -19.825310 -0.482 0.418 -1.890 0.00
H -21.896660 0.329770 -20.777890 -0.109 0.117 -0.016 0.00
H -21.960070 0.043890 -19.035100 -0.212 0.050 0.014 0.00
H -23.432570 -0.242370 -20.036170 -0.012 0.431 0.008 0.00
H -22.468880 -2.450400 -19.610060 -0.886 0.246 0.201 0.00
H -21.595440 -3.151450 -21.756530 -0.387 -0.742 -0.246 0.00
H -21.629240 -1.549290 -22.352910 -0.519 0.216 -0.300 0.00
H -23.796330 -4.206670 -21.357510 -0.235 -0.389 0.257 0.00
H -25.255660 -3.292680 -21.863290 0.013 -0.251 0.028 0.00
H -24.562980 -3.002010 -20.284010 0.385 0.394 0.156 0.00
H -20.289050 -2.833460 -20.208310 0.671 -0.220 0.665 0.00
H -20.404340 -1.837580 -18.826230 -0.047 -0.391 -0.174 0.00
C -22.480170 -2.890090 -12.206310 -0.261 0.947 0.035 0.06
C -21.752880 -4.150520 -12.654610 1.496 -0.526 0.099 0.06
C -21.986040 -5.379020 -11.801770 0.145 0.218 -1.721 0.01
O -21.397910 -6.458770 -12.522680 0.250 -1.295 3.047 0.01
C -21.292440 -7.584370 -11.536540 -0.230 0.337 -2.102 0.00
N -22.160320 -4.392780 -14.020390 -0.260 1.946 1.427 0.67
H -22.104850 -2.605140 -11.223440 -0.250 -0.318 0.263 0.01
H -23.568970 -2.927680 -12.240820 -0.055 -0.371 0.312 0.00
H -22.227360 -2.021200 -12.813940 0.220 -0.217 -0.258 0.00
H -20.692550 -3.898100 -12.663790 -0.003 -0.355 -0.004 0.00
H -23.062430 -5.550710 -11.803370 -0.338 -0.041 0.819 0.00
H -21.522850 -5.198940 -10.831650 -0.265 -0.257 0.217 0.00
H -20.771330 -7.364070 -10.604870 -0.053 0.566 -0.105 0.00
H -20.745560 -8.383800 -12.036480 0.020 0.143 -0.104 0.00
H -22.299100 -7.961500 -11.356220 -0.079 0.079 0.297 0.00
H -21.857400 -3.571040 -14.523480 1.091 -0.432 -1.320 0.01
H -23.156380 -4.227130 -14.043310 -1.234 -1.484 -0.931 0.02
C -24.400640 0.666830 -17.144850 -0.413 -0.094 -0.825 0.00
C -23.772140 0.914560 -15.813730 1.199 1.434 -0.023 0.00
C -24.276360 2.203040 -15.120320 1.252 0.362 -0.506 0.00
O -23.766550 3.423440 -15.718370 0.673 -0.296 0.172 0.00
C -22.326340 3.607960 -15.608760 -0.376 -0.891 -0.632 0.00
N -23.897240 -0.214390 -14.966020 -1.042 -1.888 1.493 0.00
H -24.292960 1.498590 -17.841050 0.138 0.168 0.164 0.00
H -25.468950 0.470950 -17.053020 -0.156 -0.014 0.189 0.00
H -23.963800 -0.197770 -17.644590 0.119 -0.051 0.101 0.00
H -22.687820 0.967450 -15.911430 0.235 1.045 -0.739 0.00
H -23.930470 2.208630 -14.086670 -0.072 -0.222 0.319 0.00
H -25.365300 2.249750 -15.131860 0.034 0.172 -0.120 0.00
H -22.003940 4.564020 -16.021200 -0.665 0.239 0.322 0.00
H -21.777240 2.893490 -16.222050 -0.194 -0.320 -0.221 0.00
H -21.908670 3.451880 -14.614120 -0.450 0.271 0.415 0.00
H -23.486160 -0.036560 -14.060760 -0.202 0.483 0.389 0.00
H -23.256320 -0.929660 -15.278600 -0.244 -0.136 -0.462 0.00
C -25.238680 -3.154590 -15.960890 1.608 0.729 -1.266 0.00
C -24.108400 -3.104770 -17.098890 -2.467 0.959 1.194 0.00
O -23.975990 -4.318260 -17.768380 0.258 -0.558 -0.009 0.00
O -24.699590 -3.792420 -14.821900 -0.219 -0.578 0.732 0.00
H -26.138890 -3.713410 -16.216700 -0.062 0.329 -0.644 0.00
H -25.440790 -2.116860 -15.695610 -0.324 0.002 -0.049 0.00
H -23.214210 -2.723750 -16.605570 0.304 -0.624 -0.284 0.00
H -24.408430 -2.369410 -17.845440 -0.043 0.481 0.148 0.00
H -24.835580 -4.439350 -18.178310 0.036 -0.411 -0.272 0.00
H -25.287920 -4.526190 -14.629400 0.203 -0.119 0.254 0.00
```
Positions in Å, forces in eV/Å.

The total charge is 0. As for the max |F|: 3.507 eV/A. Its HOMO-LUMO gap (spin up / spin down) is 8.3052 / 5.1075 eV. For the HOMO energy (spin up / spin down), the calculation gives -8.66 / -8.40 eV. The multiplicity is 2. For the molar mass, the calculation gives 874.94 g mol⁻¹.